Here is a molecular structure, C12H27N2O17S5 in a non-equilibrium geometry from the OMol25 dataset. Energies are from wB97M-V/def2-TZVPD.

Cartesian coordinates (Å):
C 5.919 -0.740 0.229
C 5.039 -1.256 -0.926
C 3.675 -0.543 -1.026
O 2.618 -1.474 -1.120
C 1.589 -0.968 -1.933
S 0.281 -2.166 -2.184
O -0.629 -1.560 -3.145
O 0.943 -3.321 -2.752
N -0.361 -2.607 -0.806
S -0.992 -1.464 0.155
O 0.059 -0.739 0.852
O -1.885 -2.131 1.081
C -2.061 -0.323 -0.734
C -1.413 0.957 -1.304
N -0.770 1.832 -0.345
H 6.461 -1.571 0.685
H 5.329 -0.225 0.989
H 6.668 -0.030 -0.132
H 5.554 -1.099 -1.877
H 4.855 -2.326 -0.817
H 3.504 0.050 -0.118
H 3.717 0.137 -1.886
H 1.228 -0.021 -1.514
H 1.995 -0.758 -2.932
H -2.477 -0.880 -1.579
H -2.894 -0.066 -0.079
H -2.241 1.530 -1.749
H -0.762 0.686 -2.133
H -1.336 1.997 0.467
H 0.162 1.532 -0.105
C 1.545 3.757 3.017
C 2.338 2.600 3.589
O 2.990 2.024 2.455
S 3.335 3.166 1.391
O 4.689 3.561 1.564
O 2.819 2.767 0.135
O 2.395 4.311 2.001
H 0.623 3.414 2.542
H 1.310 4.512 3.762
H 1.711 1.861 4.079
H 3.106 2.948 4.286
C -5.266 5.450 -0.534
C -4.302 5.120 -1.654
O -3.009 5.353 -1.089
S -3.029 4.999 0.472
O -2.532 3.688 0.654
O -2.509 6.109 1.187
O -4.626 4.959 0.647
H -5.401 6.529 -0.429
H -6.235 4.974 -0.661
H -4.448 5.744 -2.532
H -4.366 4.068 -1.942
C -2.965 -7.473 0.468
C -1.659 -7.591 -0.291
O -1.218 -6.251 -0.462
S -1.673 -5.353 0.801
O -0.594 -5.286 1.718
O -2.349 -4.213 0.332
O -2.752 -6.417 1.399
H -3.787 -7.190 -0.195
H -3.224 -8.390 0.995
H -1.778 -8.072 -1.259
H -0.909 -8.130 0.294

Computed properties:
energy	-104842.303	eV
LUMO	1.922	eV
net charge	-1
strongest force on any atom	2.28	eV Å⁻¹

natural (NBO) atomic charge list, values in e, 5 entries: number 1, C, carries -0.61; number 2, C, carries -0.43; number 3, C, carries -0.05; number 4, O, carries -0.52; number 5, C, carries -0.34

***

Here is 3 unconnected molecules or ions with the total composition C12H27NO11P4 in a non-equilibrium geometry from the OMol25 dataset. Energies are from wB97M-V/def2-TZVPD.

Cartesian coordinates (Å):
O 2.934 -1.219 2.171
P 1.582 -1.134 1.423
O 0.377 -1.372 2.585
O 1.622 -2.426 0.288
C 1.541 0.550 0.578
P -0.074 1.515 0.776
C -1.555 0.359 0.791
C -2.746 0.491 1.739
C -3.871 -0.502 1.665
N -4.096 -1.604 0.809
C -2.972 -1.685 -0.040
C -1.725 -0.851 -0.129
H -0.191 -2.094 2.217
H 2.322 -2.261 -0.376
H 1.778 0.466 -0.531
H 2.362 1.182 1.064
H 0.000 2.085 2.103
H -2.777 1.336 2.495
H -4.707 -0.350 2.437
H -3.034 -2.551 -0.793
H -0.912 -1.114 -0.878
C -6.277 -1.465 -1.672
O -5.474 -1.002 -2.750
P -5.871 0.512 -3.461
O -6.088 1.184 -2.107
O -7.264 -0.123 -4.066
C -7.129 -1.132 -5.066
O -6.145 1.968 -4.332
C -7.195 2.822 -3.902
H -6.157 -2.549 -1.603
H -5.937 -1.021 -0.737
H -7.335 -1.245 -1.831
H -7.449 -2.090 -4.653
H -6.098 -1.223 -5.417
H -7.769 -0.880 -5.913
H -6.860 3.436 -3.065
H -8.085 2.255 -3.623
H -7.448 3.485 -4.733
C 8.946 -1.384 1.411
O 8.108 -0.454 0.742
P 7.754 1.031 1.535
O 9.201 1.233 1.979
O 6.867 0.231 2.665
C 5.664 -0.400 2.211
O 7.246 2.538 2.188
C 7.760 2.932 3.451
H 8.757 -2.372 0.985
H 9.994 -1.130 1.243
H 8.735 -1.422 2.481
H 5.791 -1.483 2.255
H 5.416 -0.112 1.186
H 4.843 -0.115 2.866
H 8.753 3.365 3.333
H 7.793 2.093 4.149
H 7.097 3.699 3.857

Computed properties:
energy	-74042.348	eV
LUMO	-3.046	eV
strongest force on any atom	9.91	eV Å⁻¹
SMILES	O=P(O)(O)CPc1ccncc1.COP(=O)(OC)OC.COP(=O)(OC)OC

natural (NBO) atomic charge list, values in e, 5 entries: number 1, O, carries -1.10; number 2, P, carries 2.23; number 3, O, carries -0.93; number 4, O, carries -0.98; number 5, C, carries -1.08

***

Here is C12H27NO2Si in the gas phase in a non-equilibrium geometry from the OMol25 dataset. Energies are from wB97M-V/def2-TZVPD.

Cartesian coordinates (Å):
C -4.029 0.949 0.932
C -3.057 0.701 -0.112
O -2.200 1.759 -0.239
Si -0.775 1.638 0.688
C 0.656 2.625 -0.089
C 0.079 -0.112 0.768
N 0.435 -0.547 -0.546
C 1.034 -1.855 -0.782
C 1.095 -2.173 -2.245
C 1.681 -3.642 -2.402
C 3.016 -3.887 -1.738
C 3.071 -3.356 -0.268
C 2.485 -1.991 -0.137
O -1.023 2.325 2.241
C -0.867 3.716 2.267
C -2.171 4.452 2.036
H -3.625 0.986 1.953
H -4.818 0.196 0.968
H -4.537 1.934 0.842
H -3.520 0.551 -1.078
H -2.546 -0.246 0.223
H 1.271 1.847 -0.564
H 1.415 3.119 0.562
H 0.477 3.321 -0.920
H -0.609 -0.846 1.150
H 1.011 0.013 1.440
H -0.315 -0.300 -1.191
H 0.352 -2.688 -0.411
H 0.138 -1.988 -2.814
H 1.768 -1.422 -2.733
H 0.962 -4.345 -2.034
H 1.784 -4.003 -3.470
H 3.904 -3.417 -2.224
H 3.339 -4.992 -1.764
H 2.483 -4.098 0.365
H 4.074 -3.370 0.233
H 2.443 -1.721 0.905
H 3.254 -1.295 -0.598
H -0.459 3.985 3.299
H -0.056 3.929 1.503
H -2.877 4.350 2.872
H -1.966 5.593 1.939
H -2.778 4.303 1.174

Computed properties:
energy	-26345.591	eV
LUMO	0.888	eV
strongest force on any atom	3.56	eV Å⁻¹
SMILES	CCO[Si](C)(CNC1CCCCC1)OCC

natural (NBO) atomic charge list, values in e, 5 entries: number 1, C, carries -0.63; number 2, C, carries -0.07; number 3, O, carries -0.87; number 4, Si, carries 2.08; number 5, C, carries -1.21

***

Here is a molecular structure, C12H28AlFOP from the OMol25 dataset. Energies are from wB97M-V/def2-TZVPD.

Cartesian coordinates (Å):
C 1.562 -1.988 2.706
C 0.570 -1.534 1.618
C 1.213 -1.077 0.304
C 2.383 -0.105 0.570
Al -0.069 -0.243 -1.044
C 0.444 -0.889 -2.925
C 1.750 -0.339 -3.462
O 2.862 -0.818 -2.676
C 0.063 1.804 -1.129
C -0.009 2.540 0.194
C 1.247 3.315 0.606
F -0.305 1.649 1.260
P -2.378 -0.802 -0.844
C -2.598 -2.255 0.299
C -3.136 0.631 0.129
C -3.774 0.275 1.470
H 2.341 -2.600 2.247
H 1.053 -2.586 3.463
H 2.033 -1.145 3.210
H -0.074 -0.750 2.022
H -0.049 -2.403 1.397
H 1.624 -1.971 -0.176
H 2.155 0.533 1.424
H 2.566 0.554 -0.281
H 3.321 -0.625 0.788
H 0.511 -1.981 -2.930
H -0.365 -0.580 -3.594
H 1.739 0.755 -3.456
H 1.944 -0.655 -4.496
H 3.372 -0.071 -2.381
H 1.000 2.059 -1.633
H -0.732 2.182 -1.776
H -0.853 3.232 0.179
H 1.018 4.371 0.755
H 1.614 2.923 1.552
H 2.031 3.239 -0.143
H -3.661 -2.482 0.385
H -2.195 -2.121 1.299
H -2.132 -3.119 -0.174
H -3.888 1.080 -0.520
H -2.376 1.389 0.307
H -4.418 1.091 1.811
H -4.393 -0.617 1.413
H -3.011 0.135 2.234

Computed properties:
energy	-33550.410	eV
LUMO	3.212	eV
net charge	-1
strongest force on any atom	0.67	eV Å⁻¹

natural (NBO) atomic charge list, values in e, 5 entries: number 1, C, carries -0.61; number 2, C, carries -0.39; number 3, C, carries -0.78; number 4, C, carries -0.61; number 5, Al, carries 1.51